Entry from OMol25: C6H7N2O2 as an isolated structure in a non-equilibrium geometry (the ωB97M-V functional and the def2-TZVPD basis).

The geometry in XYZ format:
```
17
Properties=species:S:1:pos:R:3:forces:R:3:nbo_charge:R:1
C -0.2521 -1.8244 -0.0536 -0.60 0.51 0.29 -0.3258
C 0.6581 -0.7775 -0.0241 0.82 -0.87 0.23 -0.1042
C -0.0554 0.4690 0.0055 -3.40 -1.19 0.64 0.1793
C -1.6076 -1.2119 -0.0098 0.30 -2.71 -0.11 0.5414
C 2.1752 -0.9884 -0.0501 -2.87 1.36 -0.59 -0.6207
C 0.3323 1.9345 0.0063 -0.16 -0.29 -2.02 -0.6614
N -1.4586 0.1436 0.0004 1.90 0.64 0.04 -0.4722
N -3.0768 1.0556 0.2013 0.26 2.55 0.53 0.1198
O -2.8679 2.2390 0.4658 -0.42 -2.10 -0.47 -0.4684
O -2.6177 -1.9935 0.0229 0.88 2.18 -0.05 -0.6470
H -0.1938 -2.9435 -0.0082 0.47 1.38 -0.13 0.2051
H 2.4901 -0.8155 -1.0268 0.85 0.73 -1.89 0.1974
H 2.4592 -1.9578 0.1106 0.38 -2.62 0.91 0.2028
H 2.6724 -0.3468 0.5946 1.07 1.27 1.30 0.1962
H -0.5306 2.6256 -0.0122 0.19 -0.79 0.02 0.2564
H 0.8682 2.0685 -0.9640 -0.21 0.29 0.45 0.1984
H 1.0050 2.3235 0.7414 0.52 -0.34 0.87 0.2029
```
Positions in Å, forces in eV/Å.

Its charge is -1. As for the LUMO energy (spin up / spin down): 3.650 / 3.632 eV. As for the gap between HOMO and LUMO (spin up / spin down): 6.58 / 6.37 eV. The largest force on an atom is 0.071 Eh/bohr. Its energy relative to the best compared isomer or geometry (same formula, charge and spin) is 323.09 kJ/mol. Its HOMO energy (spin up / spin down) is -2.93 / -2.74 eV.